The following is a quantum chemistry calculation of a structure of composition C42H115N10O12V, from the OMol25 dataset.

Computed properties:
Expectation value of S²: 0.793
Total charge: +1
Kohn-Sham gap (spin up / spin down) in eV: 5.876 / 6.260
Energy relative to the best compared isomer or geometry (same formula, charge and spin) in kcal per mole: 5.6
Energy in Eh: -4063.15925
Multiplicity: 2
Lowest unoccupied orbital energy (spin up / spin down) in eV: -4.166 / -3.782
HOMO energy (spin up / spin down) in eV: -10.04 / -10.04

Structure (XYZ):
```
180
C42H115N10O12V | the OMol25 dataset | ωB97M-V with the def2-TZVPD basis set
C -7.68907 15.36607 10.52950
H -4.29445 16.30609 14.40315
H -4.25118 13.54171 11.89849
H -10.32300 12.44674 10.55024
O -12.13831 13.40829 14.06090
H -1.30429 14.18137 6.45742
H 0.01530 9.46078 13.14868
C -10.92672 11.85829 12.58232
H -6.15268 15.60332 17.66152
H -10.55802 6.36691 10.66133
C -13.81488 9.27614 9.21247
H -6.03427 13.46093 16.43435
H -5.26054 11.12740 7.19582
H -5.48162 5.07498 7.43443
H -9.37683 7.24259 9.71805
H -11.36831 13.54399 11.29441
C -9.59481 6.87371 10.72030
H -16.40801 10.05258 8.51724
H -9.67481 7.72074 11.40166
H -1.19433 9.41633 14.43179
H -2.41090 10.77469 5.16022
O -2.68720 12.52571 6.37517
C -5.67949 7.02153 8.22901
C -11.44749 9.43502 8.93194
H -11.48130 14.73843 15.41574
C -6.87634 11.64957 10.26547
H -12.07116 11.42496 14.46718
H -9.10878 7.60858 14.49432
N -3.65868 13.04596 12.54910
H -9.42786 8.51177 16.48412
H -11.48125 10.31037 8.28332
O -5.74978 13.43141 14.46734
C -4.59273 14.42461 7.55337
N -10.69517 10.46793 12.37655
H -7.00663 10.36494 16.04735
C -4.83878 10.13421 7.35006
H -6.95852 8.64784 16.02330
H -7.59236 9.82228 9.46643
H -3.49047 16.45308 8.39798
H -9.45358 14.56233 8.87674
H -10.15033 14.06106 14.29087
C -8.57551 5.84423 11.19008
C -3.06335 14.63938 7.59599
H -14.62596 11.68429 9.47641
C -7.09235 13.33083 14.08221
H -5.12678 15.06078 8.25918
C -2.11806 11.11772 12.82960
H -10.48215 9.31923 9.42470
H -4.03338 5.72653 8.34663
H -4.61915 9.91534 8.39502
C -5.22752 7.82299 6.90981
H -8.78811 10.87506 10.10637
H -2.96709 12.21362 4.28845
H -3.12123 10.90480 10.07225
H -4.15374 7.72346 6.75107
H -17.16580 9.88243 10.16368
C -5.34450 16.52253 14.59974
H -5.75059 17.02730 17.07606
N -8.83477 8.42974 13.97402
H -5.80595 12.97996 4.15960
H -14.88966 9.28582 11.06886
C -9.29002 16.04306 7.24071
C -14.99782 9.76873 10.09767
H -7.41748 12.50236 10.67536
H -11.33671 10.13297 11.67205
H -9.53370 14.65045 5.98484
H -5.41947 5.15584 9.22874
O -1.94930 9.72414 12.56734
H -4.61807 9.35834 15.53852
H -1.09039 8.02780 13.37539
H -8.23938 14.54749 10.99337
O -8.32950 16.07528 9.52987
H -9.68579 8.74089 13.52785
O -6.19743 9.60166 14.29442
H -7.40164 6.49278 7.43493
C -5.60181 14.10817 15.67135
H -10.91352 13.15139 15.64847
H -1.33924 12.05255 4.81501
H -4.18346 11.12734 12.20851
H -9.81320 10.32638 11.90519
H -7.59291 15.94368 11.44886
C -11.06125 13.89598 14.86626
H -5.91183 11.52730 10.75829
C -6.48021 11.06180 2.45540
N -2.96027 16.09130 7.61817
H -2.38797 11.18948 13.88321
C -7.65031 2.39308 10.07066
H -10.67834 15.80380 5.84408
C -0.98484 9.11224 13.40623
H -3.89620 10.18719 6.80524
H -8.19145 4.94096 9.35693
N -7.13741 7.00099 8.26679
C -12.08395 12.05887 13.58055
C -5.11830 5.63407 8.29670
H -5.57975 10.55572 2.80348
C -3.29206 11.73487 12.05223
H -2.77589 14.48655 5.52607
H -2.67631 14.17844 8.50475
H -7.53657 11.27405 7.16543
C -7.37082 12.85132 5.64611
V -6.88024 8.09112 12.79704
H -4.53267 14.02859 15.86805
H -11.58857 8.63844 8.20143
H -10.59876 9.65615 15.72585
H -7.76568 13.34497 14.93925
H -5.40136 17.57206 14.88843
H -12.09522 12.04197 10.86588
H -13.88464 9.81790 8.26921
C -8.53980 9.54207 14.88045
C -9.55817 9.47821 15.99718
H -3.65897 12.53559 10.03469
H -6.58104 5.74498 11.27012
H -7.38076 12.36368 13.67048
N -10.16115 15.24480 6.50750
H -6.15429 11.89947 1.83880
O -7.20376 11.51263 3.57579
H -7.01824 15.82266 15.72103
H -8.75440 12.58215 7.19767
C -7.09145 9.51261 15.37323
N -7.27967 6.46432 11.14952
N -14.75838 11.21709 10.36201
H -6.95370 1.67883 10.50960
H -4.20280 9.76693 13.86349
N -5.48399 16.05340 17.05293
H -7.20415 2.74049 9.13881
H -13.84694 11.21370 10.79718
O -5.39947 8.07341 12.22162
H -5.37004 7.48442 9.16608
H -1.93650 12.07290 10.51166
C -5.94891 15.62223 15.78782
H -9.59109 4.20502 10.22308
O -7.73704 9.69769 11.50048
H -4.26883 12.94833 13.34802
H -5.71301 7.30486 6.08280
C -11.16694 12.47415 11.23953
C -4.89289 9.97334 14.68159
H -9.99824 12.22723 13.01812
C -7.80615 10.45641 10.32682
H -7.50531 7.93521 8.15727
C -2.36615 11.86329 5.12763
C -16.35822 9.57870 9.49758
H -5.86916 16.29601 13.67155
H -13.04546 11.74765 13.17219
N -8.27275 13.72592 4.94433
H -13.87757 8.20102 9.04428
H -7.49745 14.15036 13.48861
H -4.99811 14.73904 6.59165
H -7.66535 14.36745 4.45485
H -7.15358 6.67987 10.17089
O -7.78774 3.51924 10.93304
H -8.52684 16.42724 6.56391
H -1.13066 11.52765 12.61721
H -2.00584 16.19775 7.93093
H -8.73300 5.47149 12.20219
H -9.67633 17.94333 8.14993
H -10.91341 17.49007 6.97211
H -4.71296 11.02194 14.91861
H -5.75885 11.53544 5.14920
H -6.55995 11.82456 9.23719
H -9.45914 10.22421 16.78569
H -8.57055 10.51516 14.39029
H -16.48757 8.49653 9.48074
H -7.11134 10.36490 1.90395
C -6.42114 12.17967 4.57090
C -2.36470 13.94252 6.37640
C -8.19422 11.89804 6.56026
H -8.58159 1.94233 9.72769
H -8.48350 13.12239 4.16238
H -6.73729 13.50733 6.24310
C -8.58482 4.61283 10.31906
C -8.70980 15.20870 8.41082
H -7.81174 14.64875 8.14996
H -4.74855 13.36118 7.73488
H -8.75796 11.15134 6.00104
O -12.48934 9.52159 9.88026
O -5.72269 9.13307 6.79460
H -6.64744 15.09750 10.35348
H -10.92794 16.80096 8.54568
C -3.00307 11.86003 10.58379
C -10.25074 17.10832 7.74879
```

These are the Mulliken partial charges, in e, on atoms 1 to 99: number 1, C, carries 0.091; number 2, H, carries 0.284; number 3, H, carries 0.218; number 4, H, carries -0.102; number 5, O, carries -0.437; number 6, H, carries 0.381; number 7, H, carries 0.305; number 8, C, carries 2.745; number 9, H, carries 0.270; number 10, H, carries 0.699; number 11, C, carries -0.913; number 12, H, carries 0.516; number 13, H, carries -1.069; number 14, H, carries 0.374; number 15, H, carries -0.137; number 16, H, carries 0.567; number 17, C, carries -0.434; number 18, H, carries 0.326; number 19, H, carries -0.247; number 20, H, carries 0.347; number 21, H, carries 0.271; number 22, O, carries -0.070; number 23, C, carries 0.802; number 24, C, carries -0.397; number 25, H, carries 0.360; number 26, C, carries 1.978; number 27, H, carries 0.218; number 28, H, carries 0.298; number 29, N, carries -0.535; number 30, H, carries 0.452; number 31, H, carries 0.447; number 32, O, carries 0.110; number 33, C, carries -1.232; number 34, N, carries 0.072; number 35, H, carries 0.430; number 36, C, carries 0.527; number 37, H, carries 0.453; number 38, H, carries -1.115; number 39, H, carries 0.267; number 40, H, carries 0.150; number 41, H, carries 0.120; number 42, C, carries 0.131; number 43, C, carries 0.650; number 44, H, carries 0.356; number 45, C, carries -0.415; number 46, H, carries 0.364; number 47, C, carries -1.388; number 48, H, carries -0.530; number 49, H, carries 0.471; number 50, H, carries 0.382; number 51, C, carries -1.050; number 52, H, carries -0.508; number 53, H, carries 0.337; number 54, H, carries 0.242; number 55, H, carries 0.445; number 56, H, carries 0.385; number 57, C, carries -1.090; number 58, H, carries 0.313; number 59, N, carries -0.533; number 60, H, carries 0.592; number 61, H, carries 0.339; number 62, C, carries 0.761; number 63, C, carries 0.326; number 64, H, carries -0.530; number 65, H, carries 0.229; number 66, H, carries 0.192; number 67, H, carries 0.274; number 68, O, carries -0.240; number 69, H, carries 0.445; number 70, H, carries 0.253; number 71, H, carries -0.286; number 72, O, carries -0.512; number 73, H, carries 0.179; number 74, O, carries 0.305; number 75, H, carries 0.388; number 76, C, carries -1.252; number 77, H, carries 0.252; number 78, H, carries 0.400; number 79, H, carries -1.218; number 80, H, carries -0.679; number 81, H, carries 0.346; number 82, C, carries -0.530; number 83, H, carries -0.740; number 84, C, carries -0.814; number 85, N, carries -0.759; number 86, H, carries 0.380; number 87, C, carries -0.764; number 88, H, carries 0.286; number 89, C, carries -0.885; number 90, H, carries 0.159; number 91, H, carries 0.237; number 92, N, carries -0.382; number 93, C, carries -0.770; number 94, C, carries -1.728; number 95, H, carries 0.286; number 96, C, carries 2.931; number 97, H, carries 0.374; number 98, H, carries 0.297; number 99, H, carries -0.138

---

The following is a quantum chemistry calculation of a structure of composition C11H11CdN3O5, from the OMol25 dataset.

Computed properties:
Total charge: +2
Kohn-Sham gap in eV: 8.671
Energy relative to the best compared isomer or geometry (same formula, charge and spin) in kcal per mole: 22.7
Energy in Eh: -1133.34930
Lowest unoccupied orbital energy in eV: -7.682
HOMO energy in eV: -16.35

Structure (XYZ):
```
31
C11H11CdN3O5 | the OMol25 dataset | ωB97M-V with the def2-TZVPD basis set
O 1.14495 -0.03294 -2.94899
H -0.72821 3.94085 -1.24888
C 4.11842 -2.33563 -0.09456
O 2.37999 2.43846 0.49334
C -1.41548 3.29836 -1.82587
H -3.84766 2.47071 -1.21528
O 0.37039 1.51860 -0.96972
C 0.73122 -0.99227 2.70927
O 0.57498 -1.04234 3.84395
C 1.18869 -0.33036 -1.84523
N -1.81798 2.14761 -0.99085
N -1.10251 0.27712 0.25138
C 0.33048 -2.89182 -0.08352
C 4.02595 -2.48407 1.23353
H -3.39756 -1.41868 1.63095
H -1.71589 -1.29617 2.03710
C -3.11993 1.79998 -0.76416
O -0.18813 -3.91050 -0.16571
C -2.35880 -0.07281 0.52622
H -2.31844 3.85502 -2.10902
H -0.89117 2.93187 -2.72513
C -3.42312 0.68423 -0.02223
N -2.46250 -1.16539 1.34200
H -4.44766 0.37693 0.15005
C 2.00208 1.36955 0.60399
H 3.75457 -3.09913 -0.78885
H 3.52631 -3.34456 1.68749
C -0.83222 1.30856 -0.58085
Cd 0.87955 -0.79631 0.48730
H 4.61305 -1.46790 -0.54217
H 4.42661 -1.73699 1.92443
```

Which charges does Mulliken predict for the atoms? In e, they are: number 1, O, carries -0.162; number 2, H, carries 0.305; number 3, C, carries -0.562; number 4, O, carries -0.129; number 5, C, carries -0.781; number 6, H, carries 0.405; number 7, O, carries -0.669; number 8, C, carries 0.029; number 9, O, carries -0.096; number 10, C, carries 0.132; number 11, N, carries 0.058; number 12, N, carries -0.088; number 13, C, carries 0.101; number 14, C, carries -0.605; number 15, H, carries 0.305; number 16, H, carries 0.048; number 17, C, carries 0.001; number 18, O, carries -0.082; number 19, C, carries 0.762; number 20, H, carries 0.306; number 21, H, carries 0.321; number 22, C, carries -0.953; number 23, N, carries -0.280; number 24, H, carries 0.376; number 25, C, carries 0.131; number 26, H, carries 0.320; number 27, H, carries 0.332; number 28, C, carries 0.404; number 29, Cd, carries 1.469; number 30, H, carries 0.298; number 31, H, carries 0.303

---

The following is a quantum chemistry calculation of the molecule C15H23NO, from the OMol25 dataset.

Computed properties:
SMILES: c1ccc(OCCCCN2CCCCC2)cc1
Total charge: 0
Kohn-Sham gap in eV: 9.349
Energy relative to the best compared isomer or geometry (same formula, charge and spin) in kcal per mole: 27.1
Energy in Eh: -715.35434
Lowest unoccupied orbital energy in eV: 0.918
HOMO energy in eV: -8.43

Structure (XYZ):
```
40
C15H23NO | the OMol25 dataset | ωB97M-V with the def2-TZVPD basis set
C -3.41819 -0.58207 -0.07338
H -5.76683 2.14713 1.29867
C -5.54739 0.06471 0.84484
C 1.77941 0.50885 0.91835
H 3.80946 -3.53054 0.37888
H -6.54198 -0.19769 1.17209
H 0.23998 1.79100 -1.91113
H 4.20921 -0.67505 -2.01648
H 2.29537 1.00081 1.76281
O -1.75058 1.17213 -0.38569
H 1.92449 -2.07141 1.05250
C 3.66735 -2.56567 -0.11122
H -2.77804 -1.36114 -0.45713
H 5.71156 -0.07002 -1.30155
H 0.99275 -0.11957 1.34221
H 3.45653 -1.51487 1.76565
H 5.54295 -2.58448 -1.18773
C 2.89751 -1.63111 0.81743
H 1.16985 0.29386 -1.68480
H -3.48549 2.73162 0.54511
C 4.76537 -0.56863 -1.08363
C -4.69701 -0.90578 0.35075
C 0.47390 0.98675 -1.21211
C -0.81852 0.24021 -0.89849
H 0.38437 2.11197 0.61981
H -1.21360 -0.21908 -1.81584
H -5.02611 -1.93316 0.29034
C 3.94904 0.28669 -0.11967
N 2.67793 -0.35195 0.16892
H 3.75582 1.25992 -0.57362
H -0.63081 -0.55388 -0.16525
C -5.11115 1.37916 0.91536
H 4.53060 0.45197 0.80809
H 1.88664 2.30274 -0.27956
C 1.13341 1.57847 0.03346
C -3.84087 1.71405 0.49769
H 5.62654 -1.84867 0.41707
H 3.07937 -2.72170 -1.01719
C -2.97853 0.73555 -0.00209
C 5.01016 -1.94649 -0.48018
```

Which charges does Mulliken predict for the atoms? In e, they are: number 1, C, carries -0.284; number 2, H, carries 0.358; number 3, C, carries -0.543; number 4, C, carries -1.172; number 5, H, carries 0.359; number 6, H, carries 0.373; number 7, H, carries 0.419; number 8, H, carries 0.294; number 9, H, carries 0.314; number 10, O, carries -0.270; number 11, H, carries 0.411; number 12, C, carries -0.679; number 13, H, carries 0.351; number 14, H, carries 0.361; number 15, H, carries 0.531; number 16, H, carries 0.367; number 17, H, carries 0.321; number 18, C, carries -0.874; number 19, H, carries 0.443; number 20, H, carries 0.388; number 21, C, carries -0.766; number 22, C, carries -0.586; number 23, C, carries -0.940; number 24, C, carries -0.619; number 25, H, carries 0.491; number 26, H, carries 0.447; number 27, H, carries 0.346; number 28, C, carries -0.726; number 29, N, carries 0.676; number 30, H, carries 0.306; number 31, H, carries 0.394; number 32, C, carries -0.402; number 33, H, carries 0.351; number 34, H, carries 0.341; number 35, C, carries -0.821; number 36, C, carries -0.432; number 37, H, carries 0.329; number 38, H, carries 0.278; number 39, C, carries 0.584; number 40, C, carries -0.718